Arrangement one

Density functional theory data (the ωB97M-V functional and the def2-TZVPD basis) for a cluster of 3 separate species, C4H10O3 in total.

Geometry as XYZ:
```
17
C4H10O3, DFT the ωB97M-V functional and the def2-TZVPD basis
H 0.96 1.04 -0.21
H 0.43 -1.02 -3.06
C -1.57 1.24 0.54
H 0.59 -1.56 0.82
O 0.92 0.19 -0.69
H -1.36 -0.49 -2.85
H -2.38 0.48 -1.25
O 2.00 1.01 1.79
H -0.73 1.66 1.15
C -1.47 0.47 -0.58
C -0.33 -0.50 -2.53
H 2.06 -0.01 1.93
O 1.13 -2.02 1.48
H 1.13 -2.98 1.16
C -0.32 -0.11 -1.24
H 1.46 1.23 2.48
H -2.52 1.39 1.05
```

Results
- M: 106.1 g mol⁻¹
- LUMO energy: 0.32 eV

Atomic partial charges in e from the Löwdin method, atoms 1 to 2:
1. H 0.084
2. H 0.062

=====

Arrangement two

Density functional theory data (the ωB97M-V functional and the def2-TZVPD basis) for a cluster of 2 separate species, C4H10O3 in total.

Geometry as XYZ:
```
17
C4H10O3, DFT the ωB97M-V functional and the def2-TZVPD basis
H -1.00 -2.64 2.73
H 1.31 0.72 -0.74
O -0.31 -1.29 1.23
O 0.35 1.86 -3.50
H 0.76 -2.42 2.47
H -1.78 0.39 -0.74
C -0.21 -1.90 2.51
C 0.39 0.15 -0.52
H -0.18 -1.16 3.33
H 0.96 2.08 -2.76
H 0.37 -0.72 -1.20
O 1.83 -0.38 1.39
H -0.40 1.39 -3.07
C -0.90 1.05 -0.65
H -1.05 1.72 0.21
C 0.71 -0.53 0.86
H -0.83 1.66 -1.56
```

Results
- M: 106.1 g mol⁻¹
- LUMO energy: 0.66 eV

Atomic partial charges in e from the Löwdin method, atoms 1 to 2:
1. H 0.098
2. H 0.108

=====

Arrangement three

Density functional theory data (the ωB97M-V functional and the def2-TZVPD basis) for the molecule C4H10O3.

Geometry as XYZ:
```
17
C4H10O3, DFT the ωB97M-V functional and the def2-TZVPD basis
H 0.36 -0.32 -1.31
O -1.65 1.15 -0.53
C 0.53 -0.87 -0.38
C 2.06 0.93 -0.20
H 0.38 0.04 1.73
O 1.61 -0.30 0.34
H -2.87 -0.34 0.27
H 2.70 1.40 0.56
H -1.39 1.49 0.34
H 2.67 0.76 -1.10
H -2.05 -0.69 -1.27
H -1.05 -1.85 0.80
C -1.93 -0.21 -0.29
H 1.22 1.59 -0.44
H 0.78 -1.91 -0.63
O -0.59 -0.03 1.62
C -0.77 -0.84 0.48
```

Results
- M: 106.1 g mol⁻¹
- LUMO energy: 0.90 eV

Atomic partial charges in e from the Löwdin method, atoms 1 to 2:
1. H 0.122
2. O -0.064

=====

Verdict on stability: arrangement two comes out on top.

=====

Arrangement one

Density functional theory data (the ωB97M-V functional and the def2-TZVPD basis) for a cluster of 3 separate species, C4H10O3 in total.

Geometry as XYZ:
```
17
C4H10O3, DFT the ωB97M-V functional and the def2-TZVPD basis
H 0.87 0.87 -0.15
H 1.84 -1.63 3.19
C 1.73 -1.76 1.08
C 1.31 -1.39 2.28
H 0.97 -2.13 -0.87
H 0.38 -0.84 2.36
H 2.55 -2.44 0.87
H -2.50 1.65 1.17
H -2.22 2.17 -3.01
H -1.90 2.05 -1.48
C 0.80 -0.10 -0.62
O -1.76 1.55 0.57
O 0.19 -0.07 -1.85
H -0.42 0.70 -1.93
H -1.35 0.75 0.90
O -1.53 1.94 -2.37
C 1.04 -1.32 -0.14
```

Results
- M: 106.1 g mol⁻¹
- LUMO energy: 0.40 eV

Atomic partial charges in e from the Löwdin method, atoms 1 to 2:
1. H 0.124
2. H 0.046

=====

Arrangement two

Density functional theory data (the ωB97M-V functional and the def2-TZVPD basis) for a cluster of 2 separate species, C4H10O3 in total.

Geometry as XYZ:
```
17
C4H10O3, DFT the ωB97M-V functional and the def2-TZVPD basis
H 4.09 -0.34 2.48
O 1.42 -0.96 -1.37
O 3.51 -0.35 1.64
H -1.60 0.89 1.53
H 0.35 -2.26 -0.08
H 0.44 0.79 -0.14
H -2.14 -0.63 0.53
H -1.47 1.13 -1.49
H 0.56 -0.25 1.38
C 0.07 -0.13 0.41
C -1.95 1.31 -0.58
H -0.59 -1.51 -1.34
H 2.63 -0.05 1.97
O -3.15 1.67 -0.53
C 0.23 -1.32 -0.67
C -1.44 0.33 0.60
H 2.07 -1.69 -1.37
```

Results
- M: 106.1 g mol⁻¹
- LUMO energy: 0.42 eV

Atomic partial charges in e from the Löwdin method, atoms 1 to 2:
1. H 0.075
2. O -0.099

=====

Verdict on stability: arrangement one comes out on top.

=====

Arrangement one

Density functional theory data (the ωB97M-V functional and the def2-TZVPD basis) for a cluster of 2 separate species, C5H12N2O2 in total.

Geometry as XYZ:
```
21
C5H12N2O2, DFT the ωB97M-V functional and the def2-TZVPD basis
C -1.39 1.66 0.65
H 2.55 -0.33 0.48
H -2.81 -1.92 0.43
H -3.13 0.15 -1.00
H 1.30 -2.00 0.10
C 1.88 0.36 0.83
H -0.72 0.05 1.76
H -0.31 -1.66 -0.14
H 2.12 1.47 0.62
C 0.59 -0.01 0.09
N 0.45 -1.42 0.29
H 1.75 0.41 1.92
H 1.73 -0.02 -1.74
O -1.31 2.56 -0.19
O -3.40 -1.18 0.28
C -0.60 0.54 0.79
N -2.58 -0.65 -0.63
H -2.17 1.73 1.41
H 0.66 1.45 -1.68
H -0.05 0.00 -1.91
C 0.79 0.32 -1.40
```

Results
- M: 132.2 g mol⁻¹
- LUMO energy (alpha / beta): 0.10 / -1.04 eV

Atomic partial charges in e from the Löwdin method, atoms 1 to 2:
1. C -0.336
2. H 0.042

=====

Arrangement two

Density functional theory data (the ωB97M-V functional and the def2-TZVPD basis) for a structure of composition C5H12N2O2.

Geometry as XYZ:
```
21
C5H12N2O2, DFT the ωB97M-V functional and the def2-TZVPD basis
H 2.74 0.50 -0.64
C -1.56 1.45 0.01
H -1.90 -1.16 -1.78
N -1.46 -0.26 -1.67
O -0.81 -2.04 0.63
N -1.44 0.04 -0.29
C 1.14 -0.55 0.32
C -0.60 -0.81 0.50
H 0.92 -2.42 0.45
C 1.68 0.30 -0.81
H -0.52 -0.31 -2.06
H 0.77 1.15 1.66
H -2.36 1.85 -0.61
H 1.17 1.26 -0.90
H -0.58 -0.17 1.66
C 0.86 0.07 1.60
O 1.70 -1.81 0.34
H 1.60 -0.25 -1.75
H -1.83 1.58 1.05
H -0.65 2.05 -0.20
H 1.12 -0.48 2.49
```

Results
- M: 132.2 g mol⁻¹
- LUMO energy: 0.06 eV

Atomic partial charges in e from the Löwdin method, atoms 1 to 2:
1. H 0.089
2. C -0.083

=====

Arrangement three

Density functional theory data (the ωB97M-V functional and the def2-TZVPD basis) for a cluster of 2 separate species, C5H12N2O2 in total.

Geometry as XYZ:
```
21
C5H12N2O2, DFT the ωB97M-V functional and the def2-TZVPD basis
H 1.39 0.67 -1.89
H -1.24 2.21 0.14
H 1.93 -1.03 -2.07
O 3.26 -0.61 0.40
H 0.23 2.41 -0.60
C -0.43 1.62 -0.37
H 0.25 -2.21 0.98
H -0.68 1.08 -1.22
N 1.10 -1.61 0.86
C -1.22 -0.13 1.46
H -2.13 0.38 1.35
H 0.33 1.29 1.44
C -0.07 0.63 0.69
N 2.34 0.23 0.39
H -1.38 -1.14 0.98
H -1.05 -0.14 2.49
H 2.02 -1.86 0.98
C 1.15 -0.34 -1.94
C 1.00 -0.34 0.40
H 0.20 -0.63 -2.21
O 2.46 1.46 0.44
```

Results
- M: 132.2 g mol⁻¹
- LUMO energy (alpha / beta): -0.35 / -0.39 eV

Atomic partial charges in e from the Löwdin method, atoms 1 to 2:
1. H -0.005
2. H 0.109

=====

Verdict on stability: arrangement two comes out on top.

=====

Arrangement one

Density functional theory data (the ωB97M-V functional and the def2-TZVPD basis) for a cluster of 2 separate species, C5H12N2O2 in total.

Geometry as XYZ:
```
21
C5H12N2O2, DFT the ωB97M-V functional and the def2-TZVPD basis
H -1.41 0.26 -0.45
H 0.07 3.64 2.31
H 0.37 -2.49 -1.86
C 0.47 -0.44 -2.27
C 0.58 -1.50 -1.48
C -0.41 2.16 1.03
H 2.17 -3.16 -0.05
H 3.03 -1.81 -0.37
H -2.45 -0.53 0.75
H 0.69 0.56 -1.91
N -0.62 2.94 2.08
O -1.38 1.08 1.46
H -2.90 1.05 0.03
H 0.16 -0.53 -3.30
C 1.04 -1.45 -0.04
H 0.28 -1.87 0.61
O 0.29 2.11 0.07
H 1.19 -0.41 0.26
C -2.08 0.43 0.39
N 2.28 -2.18 0.21
H -1.36 2.15 2.54
```

Results
- M: 132.2 g mol⁻¹
- LUMO energy: 0.86 eV

Atomic partial charges in e from the Löwdin method, atoms 1 to 2:
1. H 0.058
2. H 0.111

=====

Arrangement two

Density functional theory data (the ωB97M-V functional and the def2-TZVPD basis) for the molecule C5H12N2O2.

Geometry as XYZ:
```
21
C5H12N2O2, DFT the ωB97M-V functional and the def2-TZVPD basis
N 1.39 1.98 0.67
H -0.60 -0.05 -2.25
H -2.04 1.04 -0.52
H -0.32 -1.76 -1.90
C 0.16 -0.07 0.42
O -2.21 0.24 0.01
H 1.66 1.55 1.54
C 0.42 1.37 -0.05
C -0.99 -0.93 -1.73
H -1.97 -1.17 -2.13
H 0.00 -0.94 2.26
H 2.21 -0.66 0.74
C 1.39 -0.93 0.09
H -1.40 -1.56 0.29
H -0.86 0.44 2.10
O -0.16 1.91 -0.98
H 1.16 -1.98 0.25
C -1.13 -0.64 -0.24
H 1.69 -0.79 -0.94
N 0.03 0.00 1.87
H 1.57 2.95 0.52
```

Results
- M: 132.2 g mol⁻¹
- LUMO energy: 0.95 eV

Atomic partial charges in e from the Löwdin method, atoms 1 to 2:
1. N 0.180
2. H 0.079

=====

Verdict on stability: arrangement two comes out on top.

=====

Arrangement one

Density functional theory data (the ωB97M-V functional and the def2-TZVPD basis) for the molecule C19H13N3O.

Geometry as XYZ:
```
36
C19H13N3O, DFT the ωB97M-V functional and the def2-TZVPD basis
C 0.92 0.03 6.00
H 3.32 -0.91 3.75
H -0.99 0.86 5.58
H -2.86 -1.86 -6.13
O -2.80 -1.61 -1.24
C 0.22 0.63 3.77
C 0.70 0.82 1.07
H -1.03 -0.43 -6.98
C -2.26 -1.32 -5.40
H 2.29 1.74 -1.81
H 2.77 2.12 -0.15
C -2.53 -1.40 -4.04
N -0.67 1.21 2.99
H -1.27 1.67 1.08
C 2.03 1.67 -0.79
C 2.37 -0.46 4.13
N 0.20 0.60 -2.73
H 0.75 -0.07 7.06
H 0.48 0.76 -5.25
C -1.68 -0.74 -3.11
H 2.84 -0.90 6.20
C -0.48 1.25 1.69
C 2.10 -0.48 5.52
H -3.37 -2.01 -3.65
N -0.99 -0.34 -0.93
C 0.91 0.99 -0.39
H -2.57 -1.63 -0.30
C -1.81 -0.88 -1.79
C -1.20 -0.53 -5.91
C 1.65 0.19 1.86
C -0.62 0.01 -3.59
C -0.07 0.52 5.13
H 2.60 -0.18 1.48
C 0.02 0.41 -1.42
C 1.42 0.09 3.26
C -0.39 0.16 -4.94
```

Results
- M: 299.3 g mol⁻¹
- LUMO energy: -0.26 eV

Atomic partial charges in e from the Löwdin method, atoms 1 to 2:
1. C -0.096
2. H 0.120

=====

Arrangement two

Density functional theory data (the ωB97M-V functional and the def2-TZVPD basis) for the molecule C19H13N3O.

Geometry as XYZ:
```
36
C19H13N3O, DFT the ωB97M-V functional and the def2-TZVPD basis
C -0.10 2.89 2.03
H 0.67 3.00 -1.29
C -0.59 3.72 3.02
C -0.66 -2.72 -0.38
N 0.16 1.61 2.30
H -1.16 5.75 3.60
H -0.11 -5.72 -1.99
C 0.85 -1.09 -1.09
H 2.34 1.83 -2.16
N 1.44 -1.94 -1.97
N -0.17 -1.48 -0.32
H -2.16 -2.37 1.09
H 0.87 -0.20 1.57
C 0.84 1.26 -0.01
C -0.82 5.08 2.80
H -0.73 6.66 1.26
H -2.87 -4.77 1.09
C -0.52 -4.96 -1.31
H 2.45 0.17 -2.84
C 1.29 0.31 -1.07
H 2.34 -3.51 -3.16
H -1.90 -6.39 -0.49
C 2.05 0.81 -2.09
C -0.19 4.77 0.48
C 0.94 -3.18 -2.03
C 0.10 3.43 0.73
C -1.55 -5.35 -0.46
O 1.56 -3.99 -2.94
C -0.60 5.63 1.50
H -0.10 5.17 -0.52
H -0.84 3.24 4.01
C 0.61 0.83 1.33
C 0.54 2.61 -0.28
C -1.74 -3.08 0.41
C -2.15 -4.41 0.41
C -0.09 -3.63 -1.25
```

Results
- M: 299.3 g mol⁻¹
- LUMO energy: -0.21 eV

Atomic partial charges in e from the Löwdin method, atoms 1 to 2:
1. C -0.270
2. H 0.119

=====

Verdict on stability: arrangement two comes out on top.

=====

Arrangement one

Density functional theory data (the ωB97M-V functional and the def2-TZVPD basis) for a cluster of 2 separate species, C3H11N2 in total.

Geometry as XYZ:
```
16
C3H11N2, DFT the ωB97M-V functional and the def2-TZVPD basis
H 2.43 -3.38 -2.13
H 1.16 -1.83 -1.31
C 1.39 -3.63 -2.26
N -0.56 1.49 0.42
H 1.08 -4.66 -2.11
H 1.25 -3.26 -3.31
H -0.49 -2.79 -1.42
H -0.91 3.60 0.36
C 0.64 -2.76 -1.26
H 0.99 -3.15 -0.26
H -0.68 3.65 2.71
C -0.74 2.66 0.95
H -0.22 0.74 1.21
H -0.31 1.45 -0.55
H -1.46 2.19 2.94
N -0.95 2.77 2.34
```

Results
- M: 75.1 g mol⁻¹
- LUMO energy: -4.99 eV
- Total charge: +1

Atomic partial charges in e from the Löwdin method, atoms 1 to 2:
1. H 0.057
2. H 0.030

=====

Arrangement two

Density functional theory data (the ωB97M-V functional and the def2-TZVPD basis) for a structure of composition C3H11N2.

Geometry as XYZ:
```
16
C3H11N2, DFT the ωB97M-V functional and the def2-TZVPD basis
H -1.41 -1.45 0.79
C -0.89 0.20 -0.21
H 2.06 2.27 1.04
H -2.96 -0.64 -1.49
H 2.49 0.76 1.92
H -0.87 -1.93 -0.80
N 1.90 0.32 -0.05
C -1.47 -1.19 -0.20
H 2.55 0.04 -0.79
H -0.85 0.78 -1.12
H 3.66 1.48 0.74
H -1.18 0.83 0.68
N -2.83 -1.04 -0.61
H -3.42 -1.83 -0.53
H 0.63 0.17 -0.26
C 2.59 1.23 0.88
```

Results
- M: 75.1 g mol⁻¹
- LUMO energy: -8.22 eV
- Total charge: +1

Atomic partial charges in e from the Löwdin method, atoms 1 to 2:
1. H 0.093
2. C 0.147

=====

Arrangement three

Density functional theory data (the ωB97M-V functional and the def2-TZVPD basis) for a cluster of 2 separate species, C3H11N2 in total.

Geometry as XYZ:
```
16
C3H11N2, DFT the ωB97M-V functional and the def2-TZVPD basis
H 0.00 -0.08 -1.34
H 1.27 1.25 -0.04
H 0.94 0.69 -2.44
H -2.58 -1.31 0.78
H -0.56 -0.57 2.56
N 0.97 0.03 -1.67
H 1.27 -0.87 -2.05
H 1.97 -0.29 0.13
H -2.08 -1.08 -0.98
H 2.77 0.94 -1.00
H -1.92 0.52 2.17
C -1.89 -0.85 0.07
H -0.24 1.07 2.01
C -0.92 0.22 1.89
C 1.87 0.52 -0.58
N -0.88 -0.21 0.48
```

Results
- M: 75.1 g mol⁻¹
- LUMO energy: -3.42 eV
- Total charge: +1

Atomic partial charges in e from the Löwdin method, atoms 1 to 2:
1. H 0.100
2. H 0.081

=====

Arrangement four

Density functional theory data (the ωB97M-V functional and the def2-TZVPD basis) for a cluster of 2 separate species, C3H11N2 in total.

Geometry as XYZ:
```
16
C3H11N2, DFT the ωB97M-V functional and the def2-TZVPD basis
H -1.06 -2.61 -1.01
N -0.83 -2.07 0.99
H -0.74 1.40 -0.70
C -0.37 -2.52 -0.18
H 1.37 -3.09 0.63
N 0.80 -3.13 -0.19
H -0.40 -2.38 1.83
H 0.80 3.85 0.27
H 1.62 2.37 -0.14
C 0.69 2.76 0.24
H -1.37 3.00 -0.62
H 1.13 -3.73 -0.93
H -0.01 2.70 -1.72
H 0.50 2.55 1.29
H -1.68 -1.55 0.99
C -0.45 2.45 -0.76
```

Results
- M: 75.1 g mol⁻¹
- LUMO energy: -4.46 eV
- Total charge: +1

Atomic partial charges in e from the Löwdin method, atoms 1 to 2:
1. H 0.169
2. N 0.198

=====

Verdict on stability: arrangement four comes out on top.

=====

Arrangement one

Density functional theory data (the ωB97M-V functional and the def2-TZVPD basis) for the molecule C19H28N2O3S2.

Geometry as XYZ:
```
54
C19H28N2O3S2, DFT the ωB97M-V functional and the def2-TZVPD basis
C 3.53 -1.27 2.15
H -3.07 3.51 1.41
O 1.44 1.16 3.75
H -1.47 -0.01 -6.08
H -4.19 -0.66 -3.31
N -0.22 0.58 2.34
H 0.99 0.35 -4.79
H 3.36 -4.16 4.10
H 0.51 -1.81 2.86
H -3.59 0.86 -2.64
S -3.48 0.85 -5.06
H 4.08 -1.75 1.35
H -0.72 -1.08 -1.57
C 2.27 -1.55 4.15
S -3.17 1.15 0.90
H 0.09 -0.44 0.49
C -0.64 1.91 1.90
H 5.72 -2.18 3.70
H -1.64 2.35 -3.24
H 0.10 2.07 -3.13
C -1.53 -0.38 -1.78
H -1.32 1.71 -5.70
H -3.35 3.24 -0.32
H 4.77 -2.41 5.24
H 0.20 -1.23 -4.75
H -1.27 2.44 2.61
C 3.52 -2.04 3.44
C 3.93 -3.49 3.47
O -0.73 3.01 -0.74
C 4.77 -2.44 4.16
H 0.81 -0.50 -3.26
C -3.41 0.10 -3.40
H -1.99 -1.53 -3.58
C -1.37 1.24 0.71
H -4.66 2.97 0.85
H 1.81 -2.32 4.77
C -0.71 -0.10 1.15
C -1.68 0.76 -5.33
C 0.88 0.31 3.08
H -2.33 -0.55 -1.06
O 2.15 -1.23 1.77
H 2.49 -0.67 4.76
H -1.41 -0.92 1.34
C 1.37 -1.14 2.98
C -1.03 0.39 -4.00
C -3.59 2.89 0.68
C -2.01 -0.50 -3.22
C 0.32 -0.29 -4.21
H 3.91 -0.25 2.30
N -1.07 1.01 -1.72
C -1.01 1.82 -0.64
C -0.88 1.59 -3.05
H 4.31 -3.92 2.56
H 0.20 2.54 1.60
```

Results
- M: 396.6 g mol⁻¹
- LUMO energy: 0.49 eV

Atomic partial charges in e from the Löwdin method, atoms 1 to 2:
1. C -0.114
2. H 0.042

=====

Arrangement two

Density functional theory data (the ωB97M-V functional and the def2-TZVPD basis) for the molecule C19H28N2O3S2.

Geometry as XYZ:
```
54
C19H28N2O3S2, DFT the ωB97M-V functional and the def2-TZVPD basis
H -0.61 3.26 -2.39
H 2.90 -1.64 1.39
H -1.69 3.09 2.34
H -1.41 -0.71 -3.41
O 1.48 -2.19 4.25
N -0.04 1.49 -1.45
C -2.88 0.26 -2.15
H 1.38 -3.23 -0.10
H 0.52 -0.42 -2.12
C -0.54 1.19 -4.93
H 3.60 -2.93 2.36
H 0.42 2.11 3.06
H -0.15 -1.93 3.00
H 1.70 -0.11 0.24
C -0.21 2.28 -2.66
C 0.99 -0.03 1.07
H -1.22 0.61 -5.56
C 0.58 -2.70 3.29
O 2.30 0.73 4.39
C -0.35 0.10 -1.72
C -2.27 2.51 1.63
C 2.12 -0.01 3.44
H -0.31 2.12 -5.44
C 0.97 1.81 2.17
H 1.66 2.59 1.87
H -3.59 -0.28 -2.78
S -3.35 2.01 -2.13
C -1.47 0.17 -2.76
C 2.72 -2.29 2.25
H -0.67 -0.42 -0.82
H 2.48 -4.94 1.38
N 1.60 0.49 2.29
H -2.93 -0.14 -1.14
C 0.86 -3.52 0.81
S -1.58 0.85 1.47
H -3.28 2.38 2.01
C -2.51 2.21 -3.72
H 0.44 -0.97 1.16
O 0.31 3.31 -0.17
H -3.11 1.76 -4.51
H 0.88 -5.27 2.19
H 0.75 2.44 -3.16
C 1.45 -3.12 2.12
H 0.03 -3.53 3.74
C 1.52 -4.56 1.69
C 0.13 1.25 0.99
C -1.17 1.47 -3.57
H 3.38 -1.49 4.19
H -0.22 -3.55 0.72
H -2.37 3.27 -3.94
C 2.50 -1.49 3.55
H -2.30 3.01 0.66
C 0.15 2.10 -0.26
H 0.38 0.62 -4.82
```

Results
- M: 396.6 g mol⁻¹
- LUMO energy: 0.40 eV

Atomic partial charges in e from the Löwdin method, atoms 1 to 2:
1. H 0.122
2. H 0.109

=====

Verdict on stability: arrangement one comes out on top.